A 7-piece molecular cluster, C35H88N7O9PS2 overall in a non-equilibrium geometry, computed with the ωB97M-V functional and the def2-TZVPD basis.

```
142
Properties=species:S:1:pos:R:3
C -3.19210 2.38984 -1.42006
C -3.10654 3.14472 0.01356
S -2.13649 4.71549 -0.05660
C -0.92464 4.84401 1.34204
C -0.52017 3.46641 2.03091
C -0.13054 2.21461 1.09593
O 0.54742 2.17743 0.06380
N -0.73425 1.03155 1.76673
C -1.10980 1.42503 3.18820
P -2.27486 0.14905 3.95078
C -4.10484 0.59266 3.76597
C -2.00030 0.16981 5.85189
C -1.94730 -1.40523 6.26082
C -1.28595 2.99555 3.39754
S -2.95729 3.80226 3.37797
C -0.58761 3.69005 4.70792
O -1.61225 4.46720 5.41639
O -1.71172 3.98442 6.70069
H -3.58268 1.33151 -1.27064
H -3.98732 2.96293 -2.01873
H -2.19419 2.34713 -1.95513
H -2.81592 2.43136 0.85497
H -4.19466 3.44274 0.24246
H 0.04217 5.25249 0.86943
H -1.21818 5.64735 2.10873
H 0.52400 3.72548 2.45640
H 0.14120 0.50347 1.98686
H -0.12575 1.22039 3.76057
H -4.29901 0.97595 2.70111
H -4.37335 1.41064 4.52877
H -4.80175 -0.27727 3.98280
H -2.89426 0.59974 6.40129
H -0.99908 0.61630 6.14215
H -2.03879 -1.55993 7.38265
H -1.01163 -1.90163 5.81629
H -2.82401 -1.89581 5.70032
H -3.85602 3.07611 2.61988
H -0.18039 2.87113 5.37761
H 0.20937 4.44704 4.42320
H -1.33859 4.68855 7.27675
C 5.37321 4.36947 -1.42189
C 3.85509 4.31670 -1.27259
C 3.28722 5.42373 -0.36177
O 3.47729 5.19501 1.03210
C 4.75487 5.56648 1.52031
N 3.46850 2.98139 -0.80381
H 5.89514 3.99416 -0.53962
H 5.69219 3.75075 -2.26503
H 5.71380 5.39114 -1.61307
H 3.42822 4.46463 -2.27045
H 2.20250 5.45312 -0.50754
H 3.66478 6.41326 -0.64744
H 5.15130 6.44823 1.00868
H 5.45090 4.73003 1.43188
H 4.65508 5.79917 2.58341
H 2.45127 2.92085 -0.79892
H 3.71787 2.92318 0.18314
C 1.04830 4.44556 -6.08278
C 1.38182 3.42407 -4.99917
C 0.78723 2.02682 -5.26660
O -0.60651 1.92197 -5.00116
C -1.44167 2.38634 -6.04930
N 0.95388 3.95304 -3.69889
H 0.01965 4.80488 -6.01825
H 1.69578 5.32169 -5.98930
H 1.20258 4.02426 -7.08021
H 2.47213 3.31702 -4.98227
H 1.26875 1.32082 -4.58222
H 1.01646 1.67924 -6.28160
H -1.01433 2.18890 -7.03600
H -1.64166 3.45320 -5.92623
H -2.39745 1.86357 -5.97651
H 1.26483 3.31368 -2.96884
H -0.06296 3.88269 -3.66312
C 4.03549 -1.20765 3.87772
C 2.73756 -1.98511 3.67746
C 2.91675 -3.28692 2.87452
O 3.07110 -3.09569 1.47188
C 4.38782 -2.76293 1.06320
N 1.74402 -1.10137 3.05543
H 4.35134 -0.67877 2.97664
H 3.90829 -0.45314 4.65903
H 4.84680 -1.87193 4.18753
H 2.37244 -2.26320 4.67183
H 2.00305 -3.87922 2.99016
H 3.73452 -3.89811 3.27556
H 5.14701 -3.25673 1.67677
H 4.52731 -1.68046 1.08284
H 4.51252 -3.09064 0.02852
H 0.85158 -1.59318 3.01228
H 2.00653 -0.99299 2.07478
C 0.26563 -7.43380 7.19322
C 0.51883 -7.20306 5.70620
C 1.62999 -6.17395 5.42116
O 1.23728 -4.81961 5.60832
C 1.28690 -4.37222 6.95295
N -0.74286 -6.82254 5.06102
H -0.29037 -6.61646 7.65585
H -0.32583 -8.34136 7.33987
H 1.20626 -7.55970 7.73692
H 0.84449 -8.15995 5.28341
H 1.89795 -6.25590 4.36240
H 2.54190 -6.39608 5.98918
H 2.11067 -4.82861 7.50940
H 0.33577 -4.56830 7.45141
H 1.43417 -3.28920 6.94278
H -0.58826 -6.76438 4.05548
H -0.94222 -5.85938 5.32985
C -4.07251 2.19554 -11.69787
C -3.96209 1.01717 -10.73475
C -4.17417 1.40722 -9.25806
O -3.06157 2.06098 -8.65783
C -2.98244 3.45159 -8.92741
N -2.66719 0.35578 -10.93880
H -3.19004 2.83739 -11.67851
H -4.17961 1.83619 -12.72475
H -4.94802 2.80923 -11.46847
H -4.75329 0.30811 -11.00150
H -4.31499 0.48517 -8.68458
H -5.08912 1.99715 -9.12470
H -3.97073 3.91457 -8.99907
H -2.41242 3.62710 -9.84172
H -2.43802 3.92390 -8.10657
H -2.63651 -0.48558 -10.36584
H -1.95256 0.95467 -10.52585
C -1.06390 -4.84473 -0.18049
C 0.06983 -5.74731 0.29703
C 0.34100 -6.94272 -0.63784
O -0.60641 -7.99929 -0.53002
C -1.79885 -7.79891 -1.27073
N -0.21844 -6.18822 1.66811
H -2.04928 -5.28093 -0.00667
H -1.04073 -3.89218 0.35563
H -0.96877 -4.62672 -1.24763
H 0.97956 -5.13715 0.31868
H 1.30196 -7.38209 -0.35047
H 0.44733 -6.62159 -1.68103
H -1.61732 -7.26422 -2.20746
H -2.53481 -7.26675 -0.66511
H -2.21700 -8.77998 -1.50792
H 0.58467 -6.70924 2.01752
H -0.95598 -6.89122 1.61196
```

As for the structure (SMILES): CCSC[C@@H]1C(=O)N[C@H](P(C)CC)[C@@]1(S)COO.COC[C@@H](C)N.COC[C@@H](C)N.COC[C@@H](C)N.COC[C@@H](C)N.COC[C@@H](C)N.COC[C@@H](C)N. Its max |F| is 3.46 eV Å⁻¹. Its molar mass is 846.237 g mol⁻¹. The total energy is -97529.979 eV. As for the spin multiplicity: 1. Its charge is 0.